(1)
DFT (the ωB97M-V functional and the def2-TZVPD basis) results for a molecular structure, C8H16AlBeCl3FLiN2O10PS2.

## Properties
- E (eV) = -110419.74784
- total charge = +1
- highest occupied orbital energy (eV) = -10.80

Positions of all 46 atoms, in Å:
O 1.85 -1.44 -1.47
C 0.50 -1.29 -1.39
O -0.37 -2.12 -2.24
C -0.05 -0.11 -0.35
C 0.46 -0.57 1.14
C 0.77 0.89 2.10
C 0.76 0.62 3.82
O -0.43 1.39 2.98
N 0.54 1.18 -0.86
S -0.51 2.56 -0.68
P -1.95 -0.22 -0.35
O -2.73 0.71 0.95
O -2.41 -1.90 -0.01
S -2.77 0.16 -2.12
H -0.42 -1.04 1.77
H 1.46 -1.19 1.16
H 1.60 1.72 1.65
H 0.02 -0.20 4.24
H 1.24 1.47 4.50
H 1.52 1.35 -0.54
H -0.92 2.68 0.68
H -2.88 0.10 1.75
H -2.50 -1.97 0.98
Li -4.50 0.54 -0.48
Be 2.54 -1.13 4.16
C -4.33 -1.76 -5.41
C -5.21 -0.85 -4.58
N -5.95 -0.10 -3.88
H -4.94 -2.46 -5.98
H -3.74 -1.16 -6.11
H -3.65 -2.32 -4.77
C 2.08 0.56 -4.55
O 1.26 -0.40 -5.19
H 2.41 1.29 -5.29
H 1.51 1.06 -3.77
H 2.96 0.06 -4.12
H 0.99 -1.04 -4.51
Cl -6.75 -0.80 -1.87
O 6.48 1.80 5.40
Cl 5.92 0.50 5.11
O 6.25 -0.43 6.17
O 6.45 0.01 3.85
O 4.47 0.61 5.01
Cl 1.25 4.57 -1.40
Al 0.24 0.01 6.14
F 1.48 -1.35 8.39

=====

(2)
DFT (the ωB97M-V functional and the def2-TZVPD basis) results for a gas-phase ion, C4H7BrN (charge +1).

## Properties
- SMILES = C=C=[N+](C)CBr
- E (eV) = -75784.17066
- energy relative to the best compared isomer or geometry (same formula, charge and spin) (eV) = 1.674
- total charge = +1
- highest occupied orbital energy (eV) = -14.70

Positions of all 13 atoms, in Å:
C 1.35 -1.95 0.30
C 0.59 -0.90 0.38
N -0.05 0.12 0.01
C 0.23 1.44 0.59
C -1.13 0.15 -0.95
Br -2.92 0.57 0.01
H 1.26 -2.87 0.86
H 2.19 -1.88 -0.29
H -0.57 1.64 1.15
H 0.25 2.11 -0.13
H 1.07 1.30 1.26
H -0.90 0.94 -1.67
H -1.36 -0.68 -1.52

=====

(3)
DFT (the ωB97M-V functional and the def2-TZVPD basis) results for 2 unconnected molecules or ions with the total composition C3H4N2O3.

## Properties
- E (eV) = -12290.97100
- energy relative to the best compared isomer or geometry (same formula, charge and spin) (eV) = 8.024
- total charge = 0
- highest occupied orbital energy (eV) = -8.52

Positions of all 12 atoms, in Å:
C 0.27 -0.39 1.07
C -0.14 0.84 1.33
C 0.08 0.72 -0.97
H -0.29 -0.76 2.72
H -0.01 0.96 2.59
H 0.20 2.69 0.04
H -0.57 -1.45 -2.02
N -0.70 1.50 0.12
N 0.33 -0.41 -0.36
O 0.18 -1.35 1.97
O 0.03 0.95 -2.15
O 0.04 -1.60 -1.09

=====

Copy entry 1 word for word.
DFT (the ωB97M-V functional and the def2-TZVPD basis) results for a molecular structure, C8H16AlBeCl3FLiN2O10PS2.

## Properties
- E (eV) = -110419.74784
- total charge = +1
- highest occupied orbital energy (eV) = -10.80

Positions of all 46 atoms, in Å:
O 1.85 -1.44 -1.47
C 0.50 -1.29 -1.39
O -0.37 -2.12 -2.24
C -0.05 -0.11 -0.35
C 0.46 -0.57 1.14
C 0.77 0.89 2.10
C 0.76 0.62 3.82
O -0.43 1.39 2.98
N 0.54 1.18 -0.86
S -0.51 2.56 -0.68
P -1.95 -0.22 -0.35
O -2.73 0.71 0.95
O -2.41 -1.90 -0.01
S -2.77 0.16 -2.12
H -0.42 -1.04 1.77
H 1.46 -1.19 1.16
H 1.60 1.72 1.65
H 0.02 -0.20 4.24
H 1.24 1.47 4.50
H 1.52 1.35 -0.54
H -0.92 2.68 0.68
H -2.88 0.10 1.75
H -2.50 -1.97 0.98
Li -4.50 0.54 -0.48
Be 2.54 -1.13 4.16
C -4.33 -1.76 -5.41
C -5.21 -0.85 -4.58
N -5.95 -0.10 -3.88
H -4.94 -2.46 -5.98
H -3.74 -1.16 -6.11
H -3.65 -2.32 -4.77
C 2.08 0.56 -4.55
O 1.26 -0.40 -5.19
H 2.41 1.29 -5.29
H 1.51 1.06 -3.77
H 2.96 0.06 -4.12
H 0.99 -1.04 -4.51
Cl -6.75 -0.80 -1.87
O 6.48 1.80 5.40
Cl 5.92 0.50 5.11
O 6.25 -0.43 6.17
O 6.45 0.01 3.85
O 4.47 0.61 5.01
Cl 1.25 4.57 -1.40
Al 0.24 0.01 6.14
F 1.48 -1.35 8.39

=====

- What is the total charge in the third record?
  0